{"formula": "C2H3ClN2O3", "method": "ωB97M-V/def2-TZVPD", "e_homo_ev": -10.569, "max_force_ev_per_a": 4.1, "orbital_gap_ev": 9.33, "e_above_lowest_kcal_mol": 84.1, "species": ["C", "C", "Cl", "N", "O", "N", "O", "O", "H", "H", "H"], "xyz": [[-1.27518, -0.28261, -0.10230], [0.24551, -0.28235, -0.03982], [0.98564, -1.44267, 1.14990], [0.72332, -0.23335, -1.31886], [1.19167, -1.26066, -1.74264], [0.83303, 1.16101, 0.60879], [-0.05484, 1.93285, 0.91551], [1.97424, 1.19453, 0.84827], [-1.64619, -1.11068, 0.48331], [-1.53772, -0.33554, -1.14730], [-1.43948, 0.65946, 0.34514]], "atomic_forces_ev_per_a": [[1.610, -0.688, 0.044], [0.256, 0.478, 4.039], [-0.606, 0.152, -1.033], [1.618, -1.280, -2.953], [-0.054, 0.738, 0.002], [-3.825, -1.462, -0.080], [0.922, 0.418, -0.186], [2.114, 0.581, -0.009], [-0.213, -0.067, -0.006], [-0.542, 0.108, -0.124], [-1.282, 1.024, 0.305]]}